The following is a DFT calculation (wB97M-V/def2-TZVPD) of the molecule C3H4ClNO.

The HOMO energy is -8.82 eV. Its SMILES is N/C=C(\Cl)C=O. The frontier orbital gap is 9.34 eV.

Last column: natural (NBO) charge in e.
CARTESIAN COORDINATES (ANGSTROEM)
N -1.8180 -0.0012 -0.0229  -0.78
C -0.5259 -0.3743 -0.0200  0.07
C 0.5142 0.4962 0.0116  -0.28
Cl 0.2760 2.2141 0.0014  0.00
C 1.8254 -0.1655 0.0300  0.40
O 2.9351 0.2845 -0.0585  -0.53
H -2.1213 0.9883 -0.0598  0.42
H -2.4624 -0.7267 -0.0640  0.39
H -0.2334 -1.4214 0.0578  0.22
H 1.6104 -1.2939 0.1244  0.08

---

The following is a DFT calculation (wB97M-V/def2-TZVPD) of the molecule C3H4ClNS.

The HOMO energy is -8.99 eV. Its SMILES is ClC1=NSCC1. The frontier orbital gap is 9.28 eV.

Last column: natural (NBO) charge in e.
CARTESIAN COORDINATES (ANGSTROEM)
Cl 1.2128 0.8472 -2.3398  0.05
C 0.8971 0.5421 -0.7191  0.18
N 1.6915 0.8989 0.1782  -0.42
S 0.8350 0.3239 1.8652  0.25
C -0.5859 -0.5707 0.9444  -0.49
C -0.4958 0.0397 -0.4370  -0.48
H -1.5437 -0.7449 1.3795  0.24
H -0.1550 -1.5029 0.7407  0.20
H -1.0145 0.9447 -0.5588  0.23
H -0.8415 -0.7780 -1.0534  0.23

---

The following is a DFT calculation (wB97M-V/def2-TZVPD) of a structure of composition C3H4CoO3.

The multiplicity is 4. The HOMO energy (alpha / beta) is -8.83 / -9.05 eV. The expectation value of S² is 3.766. The frontier orbital gap (alpha / beta) is 7.85 / 7.46 eV.

Last column: natural (NBO) charge in e.
CARTESIAN COORDINATES (ANGSTROEM)
O 1.5264 -0.0815 1.2048  -0.82
C 1.7807 0.4715 0.0405  0.90
O 2.9094 0.7371 -0.3790  -0.65
C -2.4922 -0.5601 0.3457  -0.54
C -2.2939 0.4740 -0.5260  -0.37
O 0.6844 0.5716 -0.7062  -0.83
Co -0.3195 0.2058 0.8859  1.35
H -3.0373 -0.3935 1.2802  0.23
H -2.3315 -1.5934 0.0230  0.24
H -1.8690 0.6443 -1.5178  0.27
H -2.8594 1.3852 -0.3030  0.21

---

The following is a DFT calculation (wB97M-V/def2-TZVPD) of a structure of composition C3H4CrO5.

The multiplicity is 5. The HOMO energy (alpha / beta) is -8.95 / -8.95 eV. The expectation value of S² is 6.021. The frontier orbital gap (alpha / beta) is 7.93 / 7.63 eV.

Last column: natural (NBO) charge in e.
CARTESIAN COORDINATES (ANGSTROEM)
C -2.1531 -0.7974 0.3975  0.08
C -1.9958 -0.1127 -0.7421  0.02
O -0.9271 0.6520 -1.1739  -0.54
C 0.2953 0.1804 -1.5033  0.99
O 1.1791 0.5991 -0.6965  -0.88
O 0.4650 -0.5850 -2.4513  -0.61
O -1.2695 -1.0105 1.3853  -0.67
H -3.1489 -1.2015 0.5931  0.19
H -2.8216 -0.0606 -1.4487  0.19
H -0.3669 -1.0405 0.9772  0.48
O 3.5925 -0.8023 1.4239  -1.11
H 3.8241 -1.7229 1.3068  0.48
Cr 2.6256 0.2181 0.3062  1.38

---

The following is a DFT calculation (wB97M-V/def2-TZVPD) of a structure of composition C3H4CsLiO5.

The HOMO energy is -6.03 eV. The frontier orbital gap is 4.97 eV.

Last column: natural (NBO) charge in e.
CARTESIAN COORDINATES (ANGSTROEM)
C 0.9475 0.5855 -3.0063  -0.18
C 0.9208 -0.8431 -3.5059  0.41
O 1.4000 -1.1861 -4.5597  -0.50
O 0.3477 0.7346 -1.7553  -0.75
H 0.4087 1.2048 -3.7429  0.21
H 1.9965 0.9291 -3.0019  0.20
H 0.4076 -1.5732 -2.8370  0.11
Cs -2.6827 0.9025 0.5165  0.99
O 0.4404 -0.1166 3.4967  -0.84
C -0.5449 -0.2035 4.2910  0.93
O -1.7653 0.0285 3.8621  -1.07
O -0.4218 -0.4812 5.5301  -0.94
Li -2.3881 -0.4240 5.6875  0.94
H 0.9336 0.4426 -0.9748  0.50

---

The following is a DFT calculation (wB97M-V/def2-TZVPD) of a structure of composition C3H4CuO3.

The multiplicity is 2. The HOMO energy (alpha / beta) is -19.98 / -19.38 eV. The expectation value of S² is 0.758. The frontier orbital gap (alpha / beta) is 8.61 / 4.63 eV. As for the total charge: +2.

Last column: natural (NBO) charge in e.
CARTESIAN COORDINATES (ANGSTROEM)
C -1.1706 -0.4330 -0.3566  0.02
O 1.0191 0.5292 0.2031  -0.53
C 1.1104 -0.5462 -0.5183  0.96
C -0.7309 0.7106 0.5144  -0.15
O -0.0592 -1.0788 -0.8706  -0.31
O 2.1876 -1.1337 -0.5896  -0.54
H -1.8501 -1.1613 0.0940  0.34
H -0.6891 0.3927 1.5631  0.34
H -1.4227 0.7493 -0.8899  0.47
Cu 3.0147 0.4031 0.2510  1.07
H -1.4092 1.5681 0.5993  0.34

---

The following is a DFT calculation (wB97M-V/def2-TZVPD) of a cluster of 2 separate species, C3H4F2N2 in total.

The multiplicity is 3. The HOMO energy (alpha / beta) is -6.92 / -11.64 eV. The expectation value of S² is 2.022. The frontier orbital gap (alpha / beta) is 7.71 / 8.10 eV.

Last column: natural (NBO) charge in e.
CARTESIAN COORDINATES (ANGSTROEM)
C -0.1691 0.0235 -1.6581  0.36
C 0.8335 -1.0959 0.0791  0.14
C -0.7181 1.2380 0.8577  0.03
N -0.7056 0.1487 -2.6627  -0.23
N 0.5008 0.1190 -0.4907  -0.26
F -0.2510 -1.9553 0.3793  -0.36
F 0.1188 1.3422 1.8020  -0.32
H 1.6208 -1.6931 -0.4425  0.20
H 1.2122 -0.8835 1.0205  0.18
H -1.4846 0.5535 0.8688  0.14
H -0.9577 2.2028 0.2466  0.13

---

The following is a DFT calculation (wB97M-V/def2-TZVPD) of a cluster of 2 separate species, C3H4F2OS in total.

The HOMO energy is -10.19 eV. Its SMILES is C=C(F)F.O=CS. The frontier orbital gap is 10.90 eV.

Last column: natural (NBO) charge in e.
CARTESIAN COORDINATES (ANGSTROEM)
C -1.4957 0.4436 0.8342  -0.59
C -1.4354 -0.3064 -0.1884  0.76
F -1.5118 -1.6380 -0.2940  -0.32
F -1.1975 0.0384 -1.4756  -0.33
H -1.4405 0.0908 1.7688  0.23
H -1.4854 1.5135 0.8162  0.24
O 1.8905 0.7195 0.8996  -0.54
C 1.7348 0.5484 -0.2827  0.22
S 1.6236 -0.9595 -1.1065  0.03
H 1.4003 1.4027 -0.8167  0.15
H 1.9169 -1.8531 -0.1549  0.15

---

The following is a DFT calculation (wB97M-V/def2-TZVPD) of a structure of composition C3H4FI.

The HOMO energy (alpha / beta) is -8.18 / -8.86 eV. The frontier orbital gap (alpha / beta) is 8.03 / 8.71 eV.

Last column: natural (NBO) charge in e.
CARTESIAN COORDINATES (ANGSTROEM)
C -0.1907 -1.6502 -0.0651  0.24
C -0.5269 0.2421 -0.0879  -0.22
C 0.6847 1.0770 0.1800  -0.75
F -1.2870 -2.4166 -0.3158  -0.35
I -2.4630 0.8107 0.3973  0.21
H 0.6990 -2.0050 -0.6634  0.15
H 0.5471 2.2213 0.0933  0.24
H 1.4205 0.9337 -0.6774  0.24
H 1.1162 0.7870 1.1391  0.24

---

The following is a DFT calculation (wB97M-V/def2-TZVPD) of a cluster of 2 separate species, C3H4FN in total.

The HOMO energy (alpha / beta) is -10.63 / -9.02 eV. The frontier orbital gap (alpha / beta) is 8.51 / 5.29 eV.

Last column: natural (NBO) charge in e.
CARTESIAN COORDINATES (ANGSTROEM)
C 3.2471 0.0949 -0.2873  0.02
C -0.3522 -0.2121 0.2931  -0.73
C 0.2090 1.0038 -0.3591  0.50
N 4.1958 -0.3467 0.1746  -0.54
F 0.4591 2.2241 0.1845  -0.28
H -0.3237 -0.8612 -0.5470  0.26
H -1.3387 -0.0856 0.5172  0.25
H 0.3252 -0.2928 1.2339  0.31
H 1.0450 0.9020 -1.1007  0.22

---

Number 1: total energy -706.88041 a.u.. Number 2: total energy -1029.79015 a.u.. Number 3: total energy -1725.12263 a.u.. Number 4: total energy -1537.33375 a.u.. Number 5: total energy -520.59756 a.u.. Number 6: total energy -1981.92840 a.u.. Number 7: total energy -425.72506 a.u.. Number 8: total energy -789.80302 a.u.. Number 9: total energy -514.08417 a.u.. Number 10: total energy -271.11101 a.u..